1.
Formula: C6H8S
Source: OMol25
Level of theory: ωB97M-V with the def2-TZVPD basis set

CARTESIAN COORDINATES (ANGSTROEM)
C: -0.70824 -2.47249 -0.28624
C: 1.78192 1.74275 -0.14822
C: 0.31816 -1.73705 -0.35762
C: 0.60567 1.29450 -0.72039
C: -1.10481 0.74610 1.23315
C: -0.32820 0.54408 -0.01664
S: -2.03457 0.61624 -0.27651
H: -0.78683 -3.56603 -0.54295
H: -1.67721 -1.92403 -0.04050
H: 2.48400 2.40351 -0.73941
H: 2.25734 1.25030 0.77948
H: 1.25619 -2.07034 -0.76786
H: 0.24052 1.47120 -1.75004
H: -1.24090 -0.00045 1.98071
H: -1.06306 1.70172 1.65304

Results
LUMO (alpha / beta)   -0.112 / -0.110 eV
Kohn-Sham gap (alpha / beta)   7.90 / 7.90 eV
ΔE to the lowest compared entry with this formula, charge and spin   124.39 kcal per mole
Total energy   -17181.0769 eV

Atomic partial charges in e from the Löwdin method, atoms 1 to 6:
1 C -0.15
2 C 0.02
3 C -0.02
4 C -0.25
5 C -0.38
6 C -0.64



2.
Formula: C12H13NO5S
Source: OMol25
Level of theory: ωB97M-V with the def2-TZVPD basis set

CARTESIAN COORDINATES (ANGSTROEM)
O: 5.99221 -1.07913 0.31389
C: 4.83685 -1.23791 0.55612
N: 4.22278 -2.15553 1.48094
C: 2.78510 -2.04311 1.56848
O: 2.13193 -2.77179 2.25653
C: 2.35055 -0.90780 0.60646
C: 1.05398 -0.34888 0.31488
C: 0.97483 0.73104 -0.65810
C: -0.33077 1.45619 -1.09026
C: -1.25664 1.92043 0.09342
C: -2.23036 0.82511 0.66498
C: -2.86312 -0.12628 -0.41522
S: -4.50979 -0.69980 0.09950
O: -5.46765 0.40098 0.08977
O: -4.44197 -1.32585 1.40353
O: -5.04665 -1.84977 -0.95566
C: 2.22444 1.14758 -1.30732
C: 3.51857 0.57571 -1.00668
C: 3.60347 -0.47022 -0.00495
H: 4.58080 -2.01909 2.43380
H: 0.15227 -0.71501 0.84522
H: -0.84551 0.83737 -1.86999
H: -0.00275 2.39152 -1.62530
H: -1.83488 2.81724 -0.25954
H: -0.62231 2.26922 0.95285
H: -1.77468 0.22239 1.49572
H: -3.08984 1.38083 1.13860
H: -2.18282 -1.01991 -0.50183
H: -2.95658 0.35104 -1.42480
H: -5.62218 -1.41293 -1.61776
H: 2.19528 1.95657 -2.07001
H: 4.45542 0.89975 -1.50727

Results
SMILES string   O=C1NC(=O)c2cc(CCCCS(=O)(=O)O)ccc21
LUMO   -0.671 eV
Kohn-Sham gap   9.23 eV
ΔE to the lowest compared entry with this formula, charge and spin   0.00 kcal per mole
Total energy   -35216.6656 eV

Atomic partial charges in e from the Löwdin method, atoms 1 to 6:
1 O 0.13
2 C -0.38
3 N 0.14
4 C -0.38
5 O 0.13
6 C -0.05



3.
Formula: C7H8N2O
Source: OMol25
Level of theory: ωB97M-V with the def2-TZVPD basis set

CARTESIAN COORDINATES (ANGSTROEM)
C: 0.89949 0.42599 -0.58908
C: -0.13358 -0.40268 -1.06980
C: -0.63506 1.37544 1.08634
C: -1.63827 0.63806 0.58937
C: 0.63195 0.52042 0.87302
C: -1.07978 -0.67196 0.08534
C: 0.06786 -0.90911 1.19618
N: 1.36372 0.67881 -1.83183
N: 0.12306 0.18138 -2.40424
O: 0.88179 -1.99102 0.86236
H: -0.61676 2.38118 1.60050
H: -2.60501 0.87893 0.59406
H: 2.06099 0.45561 2.28384
H: -1.83282 -1.38847 0.13128
H: -0.34080 -0.96656 2.15855
H: 1.85568 1.41321 -2.30232
H: 0.07501 -0.47273 -3.18175
H: 0.92253 -2.14650 -0.08180

Results
LUMO (alpha / beta)   0.059 / 0.059 eV
Kohn-Sham gap (alpha / beta)   7.79 / 7.79 eV
ΔE to the lowest compared entry with this formula, charge and spin   227.35 kcal per mole
Total energy   -12406.5396 eV

Atomic partial charges in e from the Löwdin method, atoms 1 to 6:
1 C -0.21
2 C -0.14
3 C -0.04
4 C -0.03
5 C -0.13
6 C -0.15



4.
Formula: C2H2N2O3
Source: OMol25
Level of theory: ωB97M-V with the def2-TZVPD basis set

CARTESIAN COORDINATES (ANGSTROEM)
N: -1.88107 -2.35262 -0.94048
C: -0.97026 -1.67459 -0.74398
C: -0.11486 -0.57918 -0.34984
O: -0.72081 0.55583 -0.00564
N: 0.19830 -1.26692 1.23232
O: 0.82469 -2.23090 1.40237
O: -0.37345 -0.59405 2.02047
H: 0.90245 -0.39158 -0.76493
H: -1.63637 0.86200 -0.07955

Results
SMILES string   N#C[C@@H](O)[N+](=O)[O-]
LUMO   0.391 eV
Kohn-Sham gap   11.09 eV
ΔE to the lowest compared entry with this formula, charge and spin   107.46 kcal per mole
Total energy   -11224.1451 eV

Atomic partial charges in e from the Löwdin method, atoms 1 to 6:
1 N 0.20
2 C -0.16
3 C -0.23
4 O 0.04
5 N -0.38
6 O 0.12



5.
Formula: C4H12NO
Source: OMol25
Level of theory: ωB97M-V with the def2-TZVPD basis set

CARTESIAN COORDINATES (ANGSTROEM)
N: -1.04576 0.25953 -1.30433
C: -0.33749 -1.03537 -1.00232
C: 1.02215 -0.72121 -0.40093
C: 0.98331 -0.24607 1.05173
C: -0.20622 0.57430 1.40389
O: -0.28347 1.75801 0.60763
H: -2.04773 0.15104 -1.17397
H: -0.76850 1.03692 -0.71820
H: -1.02189 0.57878 -2.24585
H: -0.33538 -1.58236 -1.92141
H: -0.99683 -1.55254 -0.31304
H: 1.49581 0.03038 -1.04908
H: 1.60934 -1.64802 -0.48999
H: 0.92325 -1.09562 1.73634
H: 1.86863 0.30414 1.31742
H: -0.17648 0.77154 2.48557
H: -1.15780 0.09373 1.19364
H: 0.47506 2.32281 0.82289

Results
SMILES string   [NH3+]CCCCO
LUMO   -3.231 eV
Kohn-Sham gap   11.97 eV
ΔE to the lowest compared entry with this formula, charge and spin   15.31 kcal per mole
Total energy   -7873.6269 eV
Net charge   +1

Atomic partial charges in e from the Löwdin method, atoms 1 to 6:
1 N 0.18
2 C -0.12
3 C -0.16
4 C -0.17
5 C -0.24
6 O -0.07



6.
Formula: C34H45F24MgO17
Source: OMol25
Level of theory: ωB97M-V with the def2-TZVPD basis set

CARTESIAN COORDINATES (ANGSTROEM)
Mg: 2.22834 3.23124 1.39256
C: -0.09871 0.65020 -0.95123
C: -0.05334 0.99735 0.55555
O: 0.98134 1.87217 0.82487
H: -0.86828 -0.07891 -1.20471
H: 0.85564 0.23632 -1.27687
H: -0.28334 1.48606 -1.62602
H: -0.04971 0.07222 1.13194
H: -0.98587 1.33158 1.01026
C: -0.24171 -3.67350 2.64110
C: -1.48428 -2.84861 2.13903
O: -2.67274 -3.10177 2.86854
C: -2.95010 -2.74047 4.11714
O: -2.25920 -1.92090 4.67334
C: -4.33677 -3.21544 4.65322
F: -4.25228 -4.55014 4.56808
F: -4.56924 -2.80621 5.88973
F: -5.25945 -2.69033 3.85091
H: -0.28404 -4.74675 2.45549
H: -0.17245 -3.43531 3.70250
H: 0.64815 -3.24746 2.17772
H: -1.71389 -3.08522 1.10008
H: -1.31522 -1.77272 2.18364
C: -2.80984 4.23015 3.53154
C: -1.39200 4.08607 3.03448
O: -0.63725 3.98886 4.19488
C: 0.69238 3.78810 4.23297
O: 1.34032 3.63552 3.19457
C: 1.26661 3.67500 5.61438
F: 1.60858 2.38513 5.86850
F: 2.34036 4.43927 5.70922
F: 0.39530 4.03102 6.60767
H: -3.25408 3.33573 3.96830
H: -3.38395 4.57626 2.67206
H: -2.87750 4.97929 4.32040
H: -1.17263 4.86275 2.30185
H: -1.34318 3.21511 2.38092
C: -2.05152 4.50969 -0.46417
C: -2.36593 4.80473 -1.93668
O: -2.54685 3.68571 -2.72454
C: -3.72970 2.96083 -2.70098
O: -4.72637 3.21316 -1.95606
C: -3.80204 1.88998 -3.80948
F: -4.38206 0.76921 -3.38801
F: -4.44556 2.45691 -4.78983
F: -2.64234 1.63309 -4.29092
H: -1.48356 5.34518 -0.05493
H: -1.45672 3.59885 -0.39580
H: -2.91410 4.34656 0.18192
H: -1.53318 5.36842 -2.35723
H: -3.18333 5.52543 -1.91307
C: 3.15454 0.40017 -8.66607
C: 2.71008 1.75544 -8.06757
O: 2.16460 1.47109 -6.79174
C: 1.79712 2.39454 -5.93396
O: 1.65172 3.64996 -6.16781
C: 1.23534 1.74051 -4.58591
F: 2.25729 1.45924 -3.76961
F: 0.57844 2.75488 -3.94073
F: 0.53764 0.57082 -4.80784
H: 3.62521 0.68867 -9.60594
H: 2.26462 -0.22206 -8.76071
H: 3.95728 -0.11856 -8.14201
H: 1.89734 2.20838 -8.63538
H: 3.58197 2.40600 -7.99917
C: 2.46761 -1.06830 4.36104
C: 3.00700 -0.81952 2.93393
O: 4.28943 -0.26088 2.92004
C: 4.46880 1.10445 2.82393
O: 3.54261 1.93970 2.71925
C: 5.95139 1.59023 2.78624
F: 6.31170 2.15083 1.63673
F: 6.07696 2.53364 3.70615
F: 6.77731 0.51923 3.00532
H: 3.09947 -1.74718 4.93373
H: 1.53203 -1.60650 4.20895
H: 2.23902 -0.19381 4.97024
H: 2.33219 -0.21737 2.32555
H: 3.07769 -1.78920 2.44117
C: 3.78561 -1.09155 -1.46872
C: 3.74446 -2.09290 -0.28948
O: 3.86898 -3.43446 -0.79560
C: 3.69586 -4.49230 -0.03030
O: 3.20130 -4.36775 1.13178
C: 4.08501 -5.84994 -0.67777
F: 5.19816 -5.81474 -1.29296
F: 4.36692 -6.89555 0.22169
F: 3.21443 -6.23070 -1.62506
H: 3.86441 -0.15543 -0.91594
H: 2.88363 -1.12164 -2.07996
H: 4.61605 -1.27673 -2.15003
H: 2.75771 -1.97067 0.15716
H: 4.51746 -1.72321 0.38424
C: -4.70310 0.56129 3.85066
C: -3.78398 0.68854 2.56347
O: -4.61160 0.58705 1.41476
C: -4.78743 -0.66706 0.84233
O: -4.04366 -1.65408 1.04563
C: -5.75945 -0.56397 -0.37708
F: -5.49011 -1.55266 -1.23846
F: -7.01041 -0.64192 -0.02890
F: -5.52240 0.62210 -0.94667
H: -4.11567 0.66978 4.76240
H: -5.06513 -0.46643 3.87965
H: -5.56120 1.22881 3.92926
H: -2.88498 0.07443 2.61589
H: -3.34781 1.68673 2.52505
C: -1.48265 -3.41790 -1.73076
C: 0.02584 -3.35687 -1.43424
O: 0.78405 -3.92055 -2.47431
C: 1.12112 -3.19993 -3.57434
O: 0.80855 -2.03837 -3.80398
C: 2.17379 -3.89192 -4.51333
F: 3.32335 -3.12402 -4.53503
F: 2.53628 -5.05625 -4.09260
F: 1.70161 -4.14828 -5.77979
H: -1.94265 -2.53978 -1.27755
H: -2.02120 -4.26307 -1.30211
H: -1.76633 -3.50590 -2.77952
H: 0.32526 -3.87188 -0.52144
H: 0.34080 -2.31411 -1.39465

Results
LUMO (alpha / beta)   -0.519 / -0.421 eV
Kohn-Sham gap (alpha / beta)   4.72 / 8.23 eV
Total energy   -141457.5755 eV
Multiplicity   2

Atomic partial charges in e from the Löwdin method, atoms 1 to 6:
1 Mg 0.69
2 C -0.06
3 C -0.43
4 O -0.44
5 H 0.06
6 H 0.05



- Among the records above, which one has the highest total energy?
  C4H12NO



Please write out number 4 again, unchanged.
Formula: C2H2N2O3
Source: OMol25
Level of theory: ωB97M-V with the def2-TZVPD basis set

CARTESIAN COORDINATES (ANGSTROEM)
N: -1.88107 -2.35262 -0.94048
C: -0.97026 -1.67459 -0.74398
C: -0.11486 -0.57918 -0.34984
O: -0.72081 0.55583 -0.00564
N: 0.19830 -1.26692 1.23232
O: 0.82469 -2.23090 1.40237
O: -0.37345 -0.59405 2.02047
H: 0.90245 -0.39158 -0.76493
H: -1.63637 0.86200 -0.07955

Results
SMILES string   N#C[C@@H](O)[N+](=O)[O-]
LUMO   0.391 eV
Kohn-Sham gap   11.09 eV
ΔE to the lowest compared entry with this formula, charge and spin   107.46 kcal per mole
Total energy   -11224.1451 eV

Atomic partial charges in e from the Löwdin method, atoms 1 to 6:
1 N 0.20
2 C -0.16
3 C -0.23
4 O 0.04
5 N -0.38
6 O 0.12



- Among the records above, which one has the highest total energy?
  C4H12NO